(1)
Molecular formula: H80O40
Method: DFT, ωB97M-V/def2-TZVPD

LUMO: -0.0269 Eh
Multiplicity: 1
Net charge: 0
HOMO: -9.70 eV
Frontier orbital gap: 8.97 eV

Each line ends with the Mulliken charge.
Positions of all 120 atoms, in Å:
H (-2.1446, -0.6850, -0.0392)  0.29
H (-3.6565, -0.3272, -0.3287)  0.28
O (-2.6988, 0.0041, -0.6056)  -0.70
H (-6.2881, -1.5884, 0.6276)  0.32
H (-5.5158, -1.5180, 2.0300)  0.25
O (-5.4522, -1.7193, 1.1442)  -0.57
H (-2.3676, -0.6995, -2.5407)  0.28
H (-1.1647, -0.4795, -1.7756)  0.09
O (-1.4562, -1.0258, -2.5497)  -0.29
H (3.3791, 4.4069, -0.2144)  0.30
H (2.8615, 4.2980, -1.6839)  0.29
O (3.5192, 3.9254, -1.0408)  -0.60
H (-1.4963, -0.5258, 3.9246)  0.53
H (-1.5502, 0.0128, 5.5597)  0.26
O (-1.7531, 0.1919, 4.6525)  -0.61
H (2.3492, -3.8167, -3.0904)  0.07
O (2.5935, -4.5749, -2.5142)  -0.50
H (2.7251, 3.5714, 2.7603)  0.26
O (2.2922, 2.7621, 3.0166)  -0.66
H (0.7912, 0.7931, -4.7287)  0.28
H (-0.1198, 0.2596, -5.7208)  0.31
O (0.8018, 0.2512, -5.5012)  -0.62
H (5.3894, -2.1296, 0.1833)  0.22
H (5.7621, -2.8712, -1.0636)  0.37
O (5.3211, -2.9915, -0.1830)  -0.55
H (-1.5634, -2.1447, -5.5929)  0.31
H (-1.0242, -1.2808, -4.4702)  0.29
O (-1.5695, -1.1987, -5.2863)  -0.62
H (-4.5264, 1.0459, 0.4318)  0.33
H (-3.1916, 1.6877, 0.2813)  0.14
O (-4.2469, 1.7783, -0.0131)  -0.34
H (-0.2728, 2.2335, 0.8761)  0.18
O (-0.0564, 3.0069, 0.2529)  0.40
H (1.9397, -2.8870, -4.2116)  0.34
H (1.7561, -1.3356, -4.6267)  0.29
O (1.2441, -2.0810, -4.2917)  -0.45
H (-5.4480, 1.6173, -2.1463)  0.32
H (-5.1593, 0.5793, -3.2141)  0.28
O (-5.6406, 1.3352, -3.0183)  -0.63
H (0.8473, -3.5006, 1.9818)  0.14
H (1.2620, -2.5079, 0.6866)  -0.10
O (1.1734, -2.6853, 1.6999)  0.33
H (4.9585, -0.8816, -1.3245)  0.35
H (6.2970, -1.1910, -2.3826)  0.30
O (5.4653, -1.4993, -1.9737)  -0.66
H (2.2282, 2.1150, -2.2822)  0.18
H (1.5924, 2.7165, -3.6599)  0.43
O (2.0944, 1.8951, -3.2658)  -0.59
H (2.2799, -3.1501, 3.8616)  0.26
H (2.8278, -2.3446, 4.8177)  0.28
O (2.1795, -2.1523, 4.1307)  -0.50
H (1.7479, 5.5709, 2.1030)  0.26
O (1.0119, 5.4247, 1.4592)  -0.65
H (-1.1495, -2.2773, 2.5038)  0.21
H (0.1575, -1.4849, 2.4460)  0.07
O (-0.7809, -1.4903, 2.7509)  -0.57
H (3.7318, -3.4095, 2.1340)  0.38
O (3.8827, -4.2408, 2.7805)  -0.65
H (0.9973, -0.0860, -0.2526)  -0.15
H (1.1849, 0.4987, -1.7174)  0.11
O (0.7840, 0.5686, -0.7586)  -0.07
H (-1.2176, -4.8528, 0.1948)  0.44
H (-1.4686, -6.4019, 0.2756)  0.27
O (-1.3260, -5.6190, 0.6836)  -0.63
H (-0.2074, -5.4442, -3.5221)  0.23
H (-0.2354, -3.9227, -3.1097)  0.28
O (0.3153, -4.7048, -3.2049)  -0.52
H (0.1069, 4.8048, -3.9604)  0.32
H (-0.1588, 3.3939, -4.2934)  0.34
O (0.5745, 4.0684, -4.2831)  -0.71
H (-1.8958, 2.4799, -5.9381)  0.22
H (-2.3636, 1.9179, -4.7699)  0.21
O (-1.6092, 2.1259, -5.1818)  -0.42
H (-4.8982, -1.7587, 3.9533)  0.31
H (-3.6121, -1.0027, 4.7572)  0.31
O (-4.4507, -0.9246, 4.2261)  -0.59
H (-0.8573, -2.9940, -1.6604)  0.06
H (-0.1007, -3.1893, -0.3817)  0.43
O (-0.9926, -3.1888, -0.6889)  -0.72
H (0.2551, 6.4080, -1.1467)  0.21
H (-0.4064, 5.0922, -0.6567)  0.20
O (-0.3262, 5.8086, -1.2242)  -0.57
H (-3.2884, 4.3465, -1.8593)  0.29
H (-2.1575, 5.2746, -2.4461)  0.31
O (-2.9984, 4.8334, -2.5160)  -0.62
H (3.8175, 1.8940, 2.2932)  0.41
H (3.0048, 0.9582, 1.3028)  0.21
O (3.9022, 1.4192, 1.4970)  -0.57
H (4.5382, -0.8180, 4.7047)  0.27
O (4.6877, -0.0306, 4.1212)  -0.57
H (-3.9841, 3.5750, 1.4324)  0.51
H (-5.1111, 3.2743, 0.5377)  0.34
O (-4.7180, 4.0572, 0.9929)  -0.79
H (0.6785, 4.4773, 1.5467)  0.25
H (2.0896, -5.1784, -2.3440)  0.24
H (4.2751, -3.8608, 3.5427)  0.28
H (1.8643, 2.2396, 2.3024)  0.21
H (0.2323, 2.3601, -0.4557)  0.09
H (4.4599, -0.4133, 3.1625)  0.33
O (3.5605, -5.0830, -0.3958)  -0.70
H (4.0814, -4.8490, 0.3385)  0.23
H (4.0657, -4.8134, -1.1661)  0.34
O (-2.6760, 3.7036, 2.3310)  -0.69
H (-2.5740, 4.3625, 1.7930)  0.22
H (-2.1141, 2.9371, 2.1450)  0.03
O (2.1163, -3.1807, -0.3913)  -0.56
H (2.9917, -3.2067, -0.1557)  0.13
H (1.9433, -4.1696, -0.5098)  0.44
O (-0.9032, -3.9771, 2.7790)  -0.59
H (-1.4803, -4.2295, 3.4614)  0.19
H (-0.8963, -4.7549, 2.0733)  0.35
O (-2.9356, 0.6887, 1.9028)  -0.12
H (-3.1533, 1.1698, 2.6226)  0.34
H (-3.0568, -0.2039, 2.0091)  -0.04
O (-0.1581, 2.0906, 2.4420)  -0.04
H (-1.1049, 2.0290, 2.6080)  0.01
H (0.1426, 1.2403, 2.6225)  0.18
O (-0.9675, 3.3918, 5.7152)  -0.63
H (-0.5294, 3.2294, 4.8669)  0.27
H (-0.5322, 2.6107, 6.1661)  0.30



(2)
Molecular formula: H80O40
Method: DFT, ωB97M-V/def2-TZVPD

LUMO: -0.0294 Eh
Multiplicity: 1
Net charge: 0
HOMO: -10.45 eV
Frontier orbital gap: 9.64 eV

Each line ends with the Mulliken charge.
Positions of all 120 atoms, in Å:
H (2.8538, -1.0632, -1.2070)  -0.04
H (1.8577, -0.9922, -2.4077)  0.28
O (1.9934, -0.7160, -1.4941)  -0.42
H (-5.0056, 1.6365, 1.0006)  0.31
H (-5.1780, 1.1617, 2.1849)  0.37
O (-5.7872, 1.2131, 1.4142)  -0.65
H (1.2464, -2.2561, 3.9472)  0.14
H (1.6747, -0.8443, 3.1785)  0.30
O (1.7523, -1.7954, 3.2573)  -0.55
H (3.2716, 1.5729, 4.5696)  0.32
H (1.9442, 1.1189, 4.6528)  0.37
O (2.7581, 1.0105, 5.1773)  -0.66
H (-3.9005, 5.3670, -0.5946)  0.33
H (-2.4643, 5.4099, -0.3751)  0.28
O (-3.1136, 5.7549, -1.0012)  -0.62
H (-1.1588, -1.8309, 3.8057)  0.05
O (-1.4183, -0.9033, 3.8842)  -0.68
H (-3.0601, -1.2597, -4.8201)  0.28
O (-2.9453, -1.5000, -3.8844)  -0.55
H (-2.4283, 0.3203, 2.7462)  0.33
H (-1.4180, 0.6672, 1.8894)  -0.50
O (-2.3800, 0.7725, 1.8724)  0.05
H (0.8161, -2.2889, -6.5307)  0.33
H (-0.1599, -1.2891, -6.3099)  0.21
O (-0.1513, -2.2228, -6.5361)  -0.57
H (-0.2718, -4.3694, -2.4274)  0.22
H (0.4735, -4.8803, -1.1859)  0.29
O (-0.3686, -4.9269, -1.6533)  -0.59
H (-6.5833, -1.0710, 1.9531)  0.32
H (-6.0205, -2.3529, 2.5758)  0.27
O (-6.0155, -1.3967, 2.6604)  -0.60
H (-1.3318, -1.4906, 2.2622)  0.49
O (-0.9465, -2.0477, 1.5645)  -0.20
H (3.1924, 4.4341, 0.4735)  0.30
H (4.0155, 5.2989, 1.3490)  0.28
O (4.1138, 4.5900, 0.7127)  -0.59
H (6.1747, 0.2281, -3.1335)  0.30
H (4.7300, 0.3099, -3.8399)  0.30
O (5.6532, 0.0776, -3.9172)  -0.63
H (-0.1191, 1.1596, 3.0016)  0.04
H (1.5040, 0.7613, 2.7218)  0.30
O (0.6677, 0.6462, 3.1794)  -0.60
H (-5.5696, -2.7791, 0.3691)  0.35
H (-5.4046, -2.9674, -1.1053)  0.34
O (-6.0615, -3.0937, -0.4109)  -0.67
H (1.5279, 1.7502, -0.2944)  -0.27
H (2.2810, 2.3907, -1.5612)  0.25
O (1.9639, 2.5237, -0.6155)  0.15
H (0.0067, -3.5726, 5.2963)  0.34
H (1.5272, -3.2760, 5.5575)  0.34
O (0.6547, -2.8884, 5.4797)  -0.64
H (2.3218, 0.7017, -2.4939)  0.42
O (2.1937, 1.5587, -2.9353)  -0.80
H (1.6274, 5.0302, 2.1155)  0.28
H (1.8229, 3.8268, 1.0280)  0.10
O (1.3695, 4.6078, 1.2929)  -0.50
H (-3.7312, -3.3791, 1.0157)  0.38
O (-4.0282, -2.8217, 1.7579)  -0.67
H (-0.3992, 2.9822, 2.2851)  0.27
H (-0.5140, 4.2276, 2.8758)  0.27
O (-0.8112, 3.3325, 3.0955)  -0.59
H (-0.7491, -1.8668, -4.0051)  0.18
H (-0.5305, -3.4568, -4.3763)  0.28
O (-0.2427, -2.6780, -3.9222)  -0.42
H (-0.7414, 2.1170, -0.0826)  -0.24
H (0.0724, 3.5412, 0.0483)  0.07
O (-0.5950, 2.9341, 0.3653)  -0.07
H (-0.7543, 6.1445, 1.2036)  0.29
H (0.5571, 6.7147, 0.7239)  0.32
O (-0.2094, 6.9338, 1.2572)  -0.61
H (-1.2448, 2.3869, -2.6419)  0.16
H (-0.8569, 0.8624, -2.1511)  0.06
O (-0.7724, 1.5807, -2.7879)  -0.33
H (2.7453, -2.2511, 1.8191)  0.39
H (1.8915, -2.0049, 0.6632)  0.12
O (2.7914, -2.3008, 0.8433)  -0.54
H (-3.2686, -0.3134, -0.4480)  0.33
H (-2.7553, 1.1180, -0.4201)  0.18
O (-3.2872, 0.5091, -0.9305)  -0.65
H (-2.9250, 3.0554, 2.5920)  0.35
H (-2.8683, 2.3919, 3.8693)  0.30
O (-3.4969, 2.8990, 3.3529)  -0.62
H (4.3704, -2.8202, -1.8509)  0.18
H (5.3813, -2.9248, -2.9456)  0.36
O (5.0551, -3.4016, -2.1740)  -0.61
H (-1.9328, -3.8056, -0.6417)  0.38
H (-1.8197, -2.5583, -1.4212)  0.01
O (-2.3886, -2.9535, -0.7433)  -0.54
H (-0.9432, 5.3496, -3.0907)  0.32
O (-0.0234, 5.5000, -3.3344)  -0.63
H (0.7414, -0.0837, -0.4000)  -0.40
H (-0.6273, -0.7267, 0.1796)  -0.46
O (-0.1624, 0.0649, -0.1036)  2.23
H (1.2906, 1.6318, -3.2637)  0.33
H (-0.6733, -0.6594, 4.4464)  0.28
H (-3.6244, -1.9539, 1.7466)  0.30
H (-3.0687, -0.5644, -3.6333)  0.27
H (-1.5980, -2.2065, 0.8647)  0.11
H (0.2980, 5.4236, -2.4235)  0.29
O (4.4182, 1.5657, 1.9737)  -0.53
H (4.0156, 1.2067, 1.1752)  0.18
H (4.6796, 0.7422, 2.3875)  0.30
O (4.6975, -0.5614, -1.4402)  -0.36
H (4.8500, -1.5133, -1.2417)  0.24
H (5.2260, -0.2864, -0.6695)  0.21
O (-3.9154, -4.7911, -0.1326)  -0.61
H (-4.8242, -5.0384, 0.1257)  0.33
H (-4.1699, -4.9072, -1.0604)  0.28
O (5.1957, 2.1891, -0.3686)  -0.53
H (4.4234, 2.6886, -0.6635)  0.24
H (5.6477, 2.9328, 0.0436)  0.26
O (-1.4582, 0.8399, -5.2466)  -0.48
H (-1.0164, 1.6183, -4.9306)  0.26
H (-1.0519, 0.2322, -5.8493)  0.26
O (2.6749, -4.8986, -2.6282)  -0.55
H (2.0077, -4.7524, -3.3042)  0.29
H (2.5646, -5.7844, -2.2760)  0.28
O (1.0704, -4.7344, 3.7138)  -0.67
H (0.6859, -4.0559, 3.1380)  0.31
H (2.0001, -4.4880, 3.6013)  0.36